No. 1
57
Properties=species:S:1:pos:R:3:forces:R:3 method="wB97M-V/def2-TZVPD" charge=+1 spin_multiplicity=1 relative_energy_kj_mol=0.0
Pt 0.2121 0.5326 -1.5227 -0.132 0.035 0.016
O 4.0777 2.0008 4.9753 0.020 0.034 -0.013
C 3.6822 2.5681 3.8192 0.000 -0.025 0.017
O 4.1703 3.5914 3.4392 0.006 0.008 -0.011
C 2.6279 1.8453 3.0309 0.007 0.020 0.003
C 2.5185 0.4620 3.0190 0.003 -0.035 0.007
C 1.5879 -0.1581 2.1949 -0.050 0.026 0.014
C 0.7626 0.6211 1.3993 -0.039 -0.032 -0.046
C 0.8576 2.0082 1.4078 0.041 0.018 0.029
C 1.7921 2.6151 2.2237 -0.017 0.009 -0.019
N -0.1439 -0.0073 0.4786 0.042 0.051 0.069
C -0.9764 -0.8473 0.9585 -0.021 -0.045 -0.021
C -1.9256 -1.6397 0.1642 0.041 0.028 -0.010
C -3.0520 -2.1523 0.7921 -0.030 -0.012 0.000
C -3.9819 -2.8350 0.0196 -0.001 0.009 0.037
C -3.7326 -2.9889 -1.3304 0.002 -0.008 -0.026
C -2.5534 -2.4689 -1.8597 0.014 0.001 0.008
N -1.6644 -1.8087 -1.1338 0.016 0.033 -0.033
H 3.4954 1.2745 5.2245 -0.024 -0.038 0.008
H 3.1860 -0.1552 3.6089 0.008 0.012 0.002
H 1.5327 -1.2383 2.1361 0.026 0.001 0.002
H 0.2130 2.5931 0.7643 -0.001 0.002 -0.003
H 1.9032 3.6909 2.2381 -0.006 0.001 -0.007
H -1.0172 -0.9723 2.0402 -0.008 0.002 0.003
H -3.2034 -2.0069 1.8541 -0.004 -0.003 0.001
H -4.8800 -3.2376 0.4677 0.002 -0.001 0.000
H -4.4268 -3.5136 -1.9719 -0.001 0.001 0.001
H -2.3165 -2.5946 -2.9100 -0.002 0.000 0.005
S 0.3961 1.2355 -3.7298 0.005 -0.052 -0.004
C -1.2592 1.5933 -3.3999 0.158 0.181 -0.096
N -1.6048 1.2257 -2.1907 0.091 -0.010 0.161
C -2.8882 1.6259 -1.8514 -0.037 -0.068 -0.067
C -3.5467 1.4266 -0.6430 0.004 0.022 0.008
C -4.8399 1.8959 -0.5134 -0.008 -0.006 -0.013
C -5.4806 2.5500 -1.5690 0.008 -0.010 0.016
C -4.8323 2.7568 -2.7725 0.005 0.007 0.002
C -3.5287 2.2953 -2.9020 0.028 -0.027 0.022
S -2.4622 2.4398 -4.2817 -0.118 -0.056 -0.007
H -3.0476 0.9288 0.1764 0.013 -0.011 0.002
H -5.3654 1.7575 0.4220 -0.001 0.000 -0.001
H -6.4932 2.9068 -1.4415 0.000 -0.001 -0.001
H -5.3239 3.2715 -3.5868 -0.001 -0.003 0.000
N 4.2572 0.2828 -0.5838 -0.021 -0.011 0.018
C 3.1392 0.8997 -1.0056 0.023 -0.005 -0.101
N 2.1478 0.0533 -1.1571 -0.070 -0.037 0.053
C 2.6311 -1.2004 -0.7958 0.013 0.004 -0.022
C 1.9855 -2.4329 -0.7418 -0.013 -0.001 -0.016
C 2.7348 -3.5086 -0.3132 0.007 0.002 0.005
C 4.0865 -3.3672 0.0491 -0.007 0.003 0.005
C 4.7302 -2.1482 -0.0039 0.000 -0.002 0.003
C 3.9693 -1.0651 -0.4325 0.011 -0.004 0.018
H 5.1390 0.7369 -0.4143 0.001 0.003 0.001
H 3.0772 1.9584 -1.1971 0.006 0.000 0.002
H 0.9460 -2.5234 -1.0336 0.012 -0.010 -0.018
H 2.2801 -4.4885 -0.2614 -0.003 -0.001 0.001
H 4.6365 -4.2397 0.3743 0.001 -0.001 -0.004
H 5.7708 -2.0447 0.2720 -0.002 0.001 0.000

***

No. 2
58
Properties=species:S:1:pos:R:3:forces:R:3 method="wB97M-V/def2-TZVPD" charge=-1 e_tot_ha=-4735.58813 spin_multiplicity=1
K -1.0091 -0.4341 0.7432 0.476 -0.200 -0.065
N -6.1249 -7.8873 0.3198 0.711 1.088 0.000
C -5.4542 -6.9420 0.3044 -0.502 -0.922 -0.081
C -4.5844 -5.7841 0.2774 -0.285 -0.134 0.367
C -3.2456 -5.9184 0.6338 0.269 -0.479 -0.076
C -2.4378 -4.7909 0.6032 -0.016 0.652 0.169
N -2.9153 -3.5662 0.3426 -0.775 -0.108 -0.284
C -4.2301 -3.4342 0.0452 0.868 -0.574 -0.161
C -5.1001 -4.5309 -0.0228 0.083 0.896 0.089
H -2.8524 -6.8983 0.9228 -0.094 0.431 -0.217
H -1.3605 -4.8191 0.8160 -0.520 -0.218 -0.032
H -4.5526 -2.4258 -0.2145 0.011 -0.161 0.266
H -6.1551 -4.3605 -0.2519 0.410 -0.254 -0.005
Br -5.3918 6.2574 0.3377 -0.516 0.759 -0.011
C -5.6592 4.4049 0.2524 -0.400 -0.620 0.057
C -6.9201 3.7644 0.1200 1.323 1.053 0.175
N -6.9558 2.4570 0.0575 0.268 -1.043 0.168
C -5.8098 1.7477 0.1528 -0.133 -0.534 -0.166
C -4.5297 2.2748 0.3016 -0.901 1.364 0.130
C -4.4935 3.6746 0.3632 0.089 -0.696 -0.008
C -3.2816 1.4286 0.4358 0.495 -0.180 0.074
O -2.1826 1.9588 0.7392 -0.792 0.260 -0.089
O -3.4671 0.2103 0.2268 -0.236 -0.645 -0.101
H -7.8720 4.3077 0.1029 0.470 -0.072 -0.114
H -5.9154 0.6613 0.1160 -0.003 0.323 -0.038
H -3.5482 4.1734 0.5226 0.085 -0.033 -0.080
C 7.0891 1.0393 2.3757 0.389 -0.078 -0.145
C 5.6648 1.0945 1.8792 -0.859 0.501 0.868
C 4.6445 1.3773 2.8271 0.557 0.032 -0.770
C 3.3376 1.5424 2.3947 0.279 -0.202 -0.399
C 3.0246 1.4713 1.0403 0.122 -0.075 -0.249
C 4.0109 1.1825 0.0895 0.423 -0.374 0.848
N 3.7513 1.1177 -1.2617 0.611 0.083 0.286
C 2.5118 0.9109 -1.8620 -0.967 0.220 -0.726
C 2.1228 1.8618 -2.8259 -0.680 -0.542 0.665
C 0.8540 1.7821 -3.3747 -0.428 -0.579 -0.166
C -0.0004 0.7067 -3.0552 0.042 0.416 -0.255
C 0.4091 -0.2636 -2.1481 0.696 0.298 -0.277
C 1.6890 -0.1954 -1.5530 -0.642 1.394 -1.144
C 2.2143 -1.2671 -0.6772 1.826 -0.590 -0.029
O 3.3095 -1.7538 -1.0808 -1.227 0.044 0.708
O 1.5525 -1.4930 0.3583 -0.528 -0.465 0.381
C 5.3350 0.9272 0.5370 -0.049 -0.335 -0.339
C 6.3204 0.3141 -0.4478 -0.122 0.335 -0.248
H 7.1866 1.4647 3.3925 -0.153 -0.238 -0.511
H 7.7428 1.6230 1.6987 -0.182 -0.309 0.383
H 7.4644 0.0037 2.3991 0.012 0.294 0.023
H 4.9124 1.4776 3.8778 -0.100 -0.006 -0.188
H 2.5503 1.7165 3.1078 -0.176 0.101 0.145
H 2.0069 1.5857 0.6911 -0.062 0.104 0.115
H 4.5440 1.0566 -1.8687 0.148 -0.148 -0.024
H 2.7827 2.6855 -3.0793 -0.028 -0.069 0.169
H 0.5184 2.5604 -4.0487 -0.023 -0.094 -0.117
H -0.9810 0.6035 -3.5479 0.533 0.213 0.349
H -0.2457 -1.1189 -1.9952 0.224 -0.008 0.206
H 5.8997 -0.6379 -0.8457 0.176 0.656 0.146
H 7.2640 0.0954 0.0514 -0.035 -0.049 -0.100
H 6.5625 1.0002 -1.2963 -0.162 -0.482 0.425

***

No. 3
65
Properties=species:S:1:pos:R:3:forces:R:3 method="wB97M-V/def2-TZVPD" charge=-1 spin_multiplicity=1 relative_energy_kj_mol=0.0
Ca -0.5056 0.7423 -0.0608 -0.248 -0.458 -0.082
N 3.9295 -0.1558 0.0067 -0.083 0.050 -0.067
C 4.2910 -1.4806 -0.1093 -0.007 0.004 0.140
C 5.6496 -1.8166 -0.1574 0.031 -0.030 -0.032
C 6.0571 -3.1358 -0.1932 -0.005 0.021 0.000
C 5.1189 -4.1586 -0.1742 -0.012 -0.008 0.016
C 3.7726 -3.8349 -0.1168 0.028 -0.062 -0.058
C 3.3310 -2.5136 -0.0822 -0.014 0.064 -0.017
P 1.5460 -2.0899 -0.1231 -0.010 -0.103 0.083
C 0.7755 -3.7429 -0.2067 0.054 -0.014 -0.021
C 0.6207 -4.5515 0.9189 -0.035 0.038 -0.019
C 0.0594 -5.8125 0.8010 -0.016 -0.028 -0.025
C -0.3462 -6.2774 -0.4441 0.011 -0.030 0.021
C -0.1889 -5.4815 -1.5674 -0.002 0.023 -0.017
C 0.3697 -4.2168 -1.4497 -0.069 0.025 0.043
C 1.1773 -1.6304 1.6129 -0.002 0.084 -0.014
C -0.1652 -1.3730 1.9157 0.027 0.028 -0.016
C -0.5306 -0.8663 3.1529 -0.026 -0.039 0.043
C 0.4425 -0.6416 4.1171 -0.002 -0.009 0.020
C 1.7703 -0.9203 3.8345 0.002 0.031 0.005
C 2.1419 -1.3997 2.5858 -0.005 -0.048 -0.012
H 4.6127 0.5232 -0.2888 -0.048 -0.051 -0.007
H 2.9820 0.1227 -0.2207 0.111 0.000 -0.023
H 6.3849 -1.0194 -0.1633 -0.009 0.006 -0.003
H 7.1146 -3.3673 -0.2351 0.001 0.013 -0.005
H 5.4290 -5.1947 -0.2054 -0.006 -0.001 0.003
H 3.0407 -4.6326 -0.1140 0.038 0.024 0.009
H 0.9352 -4.1884 1.8902 -0.009 -0.005 -0.001
H -0.0692 -6.4314 1.6804 0.004 0.006 0.002
H -0.7990 -7.2572 -0.5338 -0.002 0.005 0.000
H -0.5331 -5.8270 -2.5331 0.006 -0.003 -0.004
H 0.4467 -3.5731 -2.3149 -0.019 0.014 -0.025
H -0.9363 -1.5837 1.1751 -0.013 -0.053 0.024
H -1.5699 -0.6399 3.3534 0.002 0.001 -0.004
H 0.1635 -0.2399 5.0828 0.004 0.007 -0.007
H 2.5306 -0.7362 4.5836 0.003 -0.008 -0.005
H 3.1853 -1.5831 2.3622 -0.002 0.002 0.019
N -4.1264 -0.1807 0.0373 0.060 -0.066 0.036
C -3.7387 0.9453 0.7332 -0.126 -0.061 0.023
N -4.6191 1.8144 1.2041 0.056 -0.027 0.014
N -3.8659 2.7367 1.8349 -0.012 0.033 0.072
N -2.6193 2.4413 1.7484 0.100 0.074 0.015
N -2.4861 1.2800 1.0516 -0.007 -0.070 -0.241
C -3.3271 -1.0186 -0.7141 -0.063 0.001 -0.005
N -3.8030 -2.1143 -1.2834 -0.054 0.077 -0.099
N -2.7511 -2.6229 -1.9536 0.062 -0.070 0.086
N -1.7079 -1.8938 -1.7770 0.055 -0.040 -0.126
N -2.0309 -0.8400 -0.9858 0.032 0.313 0.255
H -5.1163 -0.3518 -0.0138 0.066 0.023 -0.005
O -0.2455 2.5888 -1.6934 0.064 0.122 -0.052
S 1.1486 2.9576 -1.4258 -0.014 0.059 -0.129
O 1.9991 3.1440 -2.5611 -0.002 0.022 0.018
N 1.6590 1.8671 -0.3595 0.090 -0.095 -0.045
C 1.5682 2.3607 0.9090 0.058 0.363 0.190
O 1.4506 1.6583 1.8995 0.040 -0.070 0.063
C 1.4486 3.8610 0.9322 -0.074 -0.078 -0.075
C 1.4568 4.6985 2.0292 0.011 0.077 0.019
C 1.2311 6.0524 1.8129 0.013 -0.047 0.011
C 0.9803 6.5406 0.5333 0.001 0.003 -0.019
C 0.9449 5.6903 -0.5656 -0.017 0.014 -0.076
C 1.1870 4.3530 -0.3328 -0.017 -0.060 0.091
H 1.6212 4.2926 3.0181 -0.004 0.009 0.005
H 1.2333 6.7384 2.6499 0.000 -0.006 0.003
H 0.7928 7.5974 0.3946 0.003 -0.001 -0.004
H 0.7259 6.0580 -1.5590 0.001 0.007 0.008

***

No. 4
63
Properties=species:S:1:pos:R:3:forces:R:3 method="wB97M-V/def2-TZVPD" charge=+1 spin_multiplicity=6 s2=8.7912 relative_energy_kj_mol=42.0
Ir -0.0448 -0.0279 -0.2710 0.458 0.095 0.197
Cl 5.9946 3.3048 -1.9772 -0.033 -0.032 0.028
C 4.4849 2.4968 -2.0714 0.064 0.024 0.093
C 3.9344 1.9776 -0.9317 -0.021 -0.015 -0.028
C 2.6844 1.3251 -0.9823 0.057 0.051 -0.003
N 2.0179 0.8099 0.0737 0.036 -0.095 -0.018
C 2.5865 0.7485 1.3213 0.001 0.022 0.087
O 3.7703 0.6887 1.5792 -0.003 0.035 0.022
C 1.5738 0.8210 2.4341 0.052 -0.054 0.034
C 2.0039 1.1129 3.7194 -0.022 -0.045 -0.067
C 1.0537 1.2758 4.7135 -0.012 -0.001 0.006
C -0.2852 1.1302 4.3879 0.001 -0.024 -0.032
C -0.6227 0.8143 3.0817 0.001 -0.067 0.054
N 0.2861 0.6649 2.1194 -0.028 0.171 -0.003
C 2.0045 1.2282 -2.2537 0.005 -0.079 0.001
C 2.6110 1.7581 -3.4169 0.101 0.058 0.029
C 3.8252 2.3740 -3.3284 -0.100 -0.027 -0.126
Cl 4.5522 3.0132 -4.7452 -0.040 -0.014 0.021
N 0.8581 0.5395 -2.2244 0.043 0.183 -0.116
C 0.1722 0.1608 -3.3594 -0.076 -0.022 -0.075
O 0.0316 0.7981 -4.3763 0.055 -0.036 -0.026
C -0.3747 -1.2308 -3.2094 -0.033 -0.014 -0.027
C -0.7680 -1.9418 -4.3299 -0.029 0.016 0.086
C -1.1666 -3.2584 -4.1665 0.004 0.015 0.009
C -1.1663 -3.8012 -2.8916 -0.002 0.011 0.000
C -0.7792 -3.0055 -1.8251 -0.103 -0.054 -0.010
N -0.3826 -1.7468 -1.9770 0.040 0.099 -0.003
H 4.4688 2.0571 0.0004 0.000 -0.004 -0.022
H 3.0636 1.2130 3.9029 0.015 0.009 0.000
H 1.3521 1.5188 5.7240 0.003 0.001 0.019
H -1.0646 1.2587 5.1246 -0.018 0.005 0.021
H -1.6574 0.6881 2.7922 -0.049 0.039 0.009
H 2.1023 1.6961 -4.3649 -0.001 -0.001 -0.011
H -0.7439 -1.4546 -5.2932 0.007 0.014 -0.028
H -1.4661 -3.8511 -5.0196 -0.014 -0.016 -0.006
H -1.4635 -4.8256 -2.7176 0.001 -0.002 0.007
H -0.8001 -3.3916 -0.8155 0.013 -0.021 -0.004
N -4.4101 -2.5704 3.8273 -0.120 0.016 0.068
C -3.3671 -2.6142 3.3527 0.013 -0.027 -0.017
C -2.0721 -2.6555 2.7400 0.099 0.032 -0.081
C -1.0798 -3.5253 3.1804 0.027 0.014 -0.037
C 0.1508 -3.4995 2.5445 -0.034 0.042 -0.023
C 0.3462 -2.6106 1.5028 0.009 -0.038 0.051
N -0.6113 -1.7758 1.0818 -0.036 0.099 0.010
C -1.7969 -1.7917 1.6852 -0.044 -0.068 0.005
H -1.2727 -4.2015 4.0018 -0.005 -0.003 0.007
H 0.9530 -4.1535 2.8516 0.017 -0.020 0.007
H 1.2947 -2.5544 0.9824 0.019 -0.003 0.006
H -2.5347 -1.0841 1.3261 -0.027 0.012 -0.013
C -3.5272 0.0185 -2.1792 0.011 0.108 -0.059
O -2.8876 -0.6611 -1.1018 -0.026 -0.299 0.154
H -4.4075 0.5652 -1.8377 0.005 -0.003 -0.014
H -3.8046 -0.6749 -2.9762 -0.007 0.013 0.004
H -2.8083 0.7359 -2.5726 -0.022 0.004 -0.006
H -3.4863 -1.3400 -0.7741 -0.065 0.046 -0.078
C -0.1448 4.1737 1.3288 0.015 0.010 0.063
O -1.4452 3.6032 1.5752 -0.004 -0.037 0.052
C -1.8896 2.6520 0.7925 -0.234 -0.206 0.004
S -3.3608 1.9615 0.9623 -0.003 0.142 0.152
S -0.9641 2.1046 -0.5815 -0.040 -0.128 -0.334
H -0.0321 4.9415 2.0872 0.039 -0.003 -0.027
H -0.1100 4.6118 0.3330 0.038 0.019 0.025
H 0.6219 3.4057 1.4414 0.002 0.053 -0.035